The following is a DFT calculation (the ωB97M-V functional and the def2-TZVPD basis) of a structure of composition C42H41N14O4PTi in a non-equilibrium geometry.

Results
- Charge: -2
- Energy: -105681.8650 eV
- Strongest force on any atom: 0.02364 Eh/bohr
- Multiplicity: 3
- Energy relative to the best compared isomer or geometry (same formula, charge and spin): 0.0 kcal/mol
- LUMO energy (spin up / spin down): 4.0 / 4.0 eV
- Molecular weight: 884.725 g mol⁻¹

Geometry as XYZ:
```
103
C42H41N14O4PTi | the Open Molecules 2025 dataset | the ωB97M-V functional and the def2-TZVPD basis
O -2.959 1.263 0.680
H -1.042 0.181 2.720
N 2.398 -2.039 -3.618
H 0.448 3.919 -3.139
H -5.268 -2.190 -2.008
C 1.862 -0.727 6.155
H 0.666 0.171 9.936
N 1.330 -0.272 -2.961
C -4.370 1.499 -2.626
H 5.351 5.162 0.212
C -2.204 0.378 0.350
H -3.775 -0.023 -5.269
N 1.045 -1.253 -2.052
H 2.988 4.572 0.808
H -5.159 -3.181 1.069
C 1.901 1.880 0.381
H 3.807 -1.611 6.013
H -2.607 2.940 -1.439
H 4.509 -1.437 11.018
C -0.084 -0.213 3.040
H -6.404 1.934 -2.127
H -4.154 2.544 -2.783
H -3.087 1.503 -5.825
C -2.056 -3.203 -0.268
C -0.431 0.691 -5.775
H -4.530 -0.729 1.234
H 0.547 2.705 -4.425
H -0.709 -1.673 -4.111
C -3.732 -0.789 -2.521
H 0.805 2.222 -2.757
C 3.283 0.323 -0.500
N 2.101 -0.746 -3.867
H -1.468 4.251 -1.785
H 6.019 1.145 -1.185
N 1.989 0.578 -0.098
C -2.048 3.457 -4.259
H -1.316 -3.854 -0.716
P -1.558 0.762 -3.163
C -5.030 -1.149 -2.189
N 0.864 -2.826 0.201
H -1.044 -1.775 -5.839
H -0.921 2.736 -1.058
C -4.201 -2.819 0.717
C -1.289 2.644 -3.206
C -3.866 -1.478 0.825
H -7.018 -0.445 -1.769
C -1.426 -1.396 -4.886
O -0.994 0.523 -0.118
C 1.357 -3.758 -0.615
C 0.221 2.879 -3.400
C 3.238 2.555 0.130
H -3.513 -4.743 0.024
C 1.610 -0.279 9.652
N 3.093 -1.222 6.598
N 0.851 -4.754 1.167
C 3.787 -1.185 10.251
C 1.752 -2.290 -2.498
H -1.681 3.253 -5.266
H 2.427 -4.187 -2.285
C -3.370 0.536 -2.782
C 1.883 -0.532 8.308
C -3.288 -3.692 0.144
C 2.376 -1.132 3.743
H 6.842 3.473 -0.770
C -2.624 -1.086 0.371
C 3.130 -1.111 7.967
C 5.376 1.901 -0.752
N 1.753 -3.538 -1.916
C 2.568 -0.613 10.608
H 3.378 -1.492 3.942
C -5.664 1.153 -2.260
C 4.978 4.160 0.038
N 1.123 -0.305 7.197
C 4.073 1.610 -0.415
O 0.969 2.402 0.948
H -0.555 1.752 -5.994
N 1.374 -4.958 -0.069
N 0.545 -3.524 1.337
C 5.824 3.201 -0.518
H 0.517 0.546 -5.261
O 3.755 -0.756 -0.797
C -1.601 3.164 -1.791
C 4.086 -1.441 8.908
C -6.008 -0.175 -2.053
H -3.122 3.282 -4.261
H 2.361 -0.425 11.656
H -2.370 -1.904 -4.678
C -2.903 0.430 -5.740
C -1.614 0.132 -4.972
H -0.378 0.161 -6.732
H -1.886 4.524 -4.063
H -2.817 0.021 -6.755
C 1.962 -1.096 2.445
N 0.732 -0.667 2.053
H 2.634 -1.425 1.662
C 0.238 -0.206 4.363
H 5.033 -1.882 8.620
C 3.660 3.843 0.373
C 1.507 -0.697 4.796
N -1.727 -1.922 -0.147
H -2.969 -1.558 -2.561
H -0.461 0.174 5.094
Ti 0.377 -0.752 -0.068
```